(1)
{"formula": "C23H42FN8PS2SiTeTi", "method": "ωB97M-V/def2-TZVPD", "symbols": ["Ti", "N", "C", "C", "N", "H", "H", "H", "H", "H", "H", "H", "H", "C", "Si", "C", "C", "N", "C", "C", "C", "C", "C", "C", "F", "H", "H", "H", "H", "H", "H", "H", "H", "H", "H", "H", "H", "H", "C", "Te", "C", "H", "H", "H", "H", "H", "H", "C", "N", "C", "N", "C", "N", "C", "P", "C", "C", "H", "H", "H", "H", "H", "H", "H", "H", "H", "H", "H", "H", "S", "C", "C", "N", "C", "H", "H", "H", "S", "C", "N"], "positions_angstrom": [[0.08, 0.31, -0.24], [-1.49, -0.97, -1.10], [-0.84, -2.08, -1.77], [0.42, -2.44, -0.98], [1.27, -1.26, -0.93], [-2.09, -1.31, -0.35], [-2.06, -0.42, -1.74], [-0.57, -1.76, -2.78], [-1.49, -2.96, -1.87], [0.92, -3.31, -1.43], [0.13, -2.70, 0.05], [1.63, -1.03, -1.85], [2.06, -1.45, -0.30], [2.07, 2.23, -4.26], [0.75, 0.95, -3.70], [1.79, -0.66, -3.96], [-0.67, 0.78, -5.00], [0.02, 1.25, -2.15], [-0.68, 2.41, -2.03], [-0.74, 3.45, -2.99], [-1.51, 4.58, -2.84], [-2.30, 4.77, -1.71], [-2.28, 3.80, -0.73], [-1.48, 2.69, -0.91], [-1.52, 1.73, 0.12], [2.75, 1.79, -4.99], [2.66, 2.56, -3.42], [1.65, 3.12, -4.72], [2.02, -0.69, -5.02], [1.30, -1.60, -3.75], [2.75, -0.62, -3.45], [-0.33, 1.08, -5.99], [-1.51, 1.42, -4.74], [-1.03, -0.24, -5.08], [-0.16, 3.35, -3.88], [-1.51, 5.32, -3.63], [-2.92, 5.65, -1.61], [-2.87, 3.89, 0.17], [4.00, -4.55, -0.14], [3.38, -3.15, 1.40], [4.69, -1.62, 0.63], [3.80, -4.17, -1.13], [3.44, -5.47, 0.00], [5.06, -4.78, -0.06], [5.72, -1.89, 0.82], [4.47, -0.69, 1.15], [4.55, -1.48, -0.44], [-1.61, -1.74, 4.87], [-2.21, -2.50, 3.78], [-3.63, -2.21, 3.74], [-3.93, -0.80, 3.60], [-3.30, -0.08, 4.70], [-1.87, -0.32, 4.78], [-1.16, 0.28, 3.67], [-1.63, -0.43, 1.99], [-1.56, -2.23, 2.52], [-3.49, -0.29, 2.32], [-0.53, -1.91, 4.86], [-2.03, -2.11, 5.81], [-4.08, -2.56, 4.68], [-4.08, -2.76, 2.90], [-3.75, -0.42, 5.63], [-3.47, 0.99, 4.57], [-0.09, 0.14, 3.82], [-1.38, 1.35, 3.65], [-0.51, -2.53, 2.59], [-2.05, -2.85, 1.75], [-4.03, -0.83, 1.53], [-3.78, 0.77, 2.24], [3.41, 3.26, 0.38], [2.08, 3.51, 1.46], [1.11, 2.59, 1.25], [1.36, 1.70, 0.27], [2.55, 1.91, -0.28], [2.12, 4.31, 2.17], [0.19, 2.52, 1.82], [2.96, 1.33, -1.09], [2.66, -0.73, 3.54], [1.61, -0.61, 2.36], [0.79, -0.57, 1.50]], "mulliken_spin": [1.64, 0.01, 0.00, 0.02, 0.04, 0.01, 0.01, 0.00, 0.00, 0.00, -0.01, -0.03, 0.03, 0.01, 0.01, 0.00, 0.00, -0.03, 0.00, 0.00, 0.00, 0.00, 0.01, 0.01, -0.03, 0.00, 0.00, 0.00, 0.00, 0.00, 0.00, 0.00, 0.00, 0.00, 0.00, 0.00, 0.00, 0.00, 0.00, 0.00, 0.00, 0.00, 0.00, 0.00, 0.00, 0.00, 0.00, 0.00, 0.00, 0.00, 0.00, 0.00, 0.00, 0.01, 0.05, 0.00, 0.00, 0.00, 0.00, 0.00, 0.00, 0.00, 0.00, 0.00, 0.00, 0.00, 0.00, 0.00, 0.00, 0.04, -0.02, 0.09, 0.01, 0.19, 0.00, -0.02, -0.01, 0.03, 0.11, -0.18], "largest_force_ev_per_a": 2.722, "spin_multiplicity": 3, "de_lowest_kj_mol": 158.0, "e_lumo_ev": [0.2, 0.2]}

---

(2)
{"formula": "C23H42Ge2MnO4PTe", "method": "ωB97M-V/def2-TZVPD", "symbols": ["Mn", "C", "C", "Ge", "C", "C", "C", "C", "Ge", "C", "C", "C", "C", "C", "C", "C", "C", "C", "C", "H", "H", "H", "H", "H", "H", "H", "H", "H", "H", "H", "H", "H", "H", "H", "H", "H", "H", "H", "H", "H", "H", "H", "H", "H", "H", "C", "O", "C", "C", "H", "H", "H", "H", "H", "H", "C", "C", "O", "P", "O", "Te", "O", "C", "C", "H", "H", "H", "H", "H", "H", "H", "H", "H", "H"], "positions_angstrom": [[0.03, -0.60, -0.92], [-2.61, -4.00, -0.56], [-3.28, -2.74, -0.03], [-2.40, -0.95, -0.56], [-3.35, -0.04, -2.10], [-4.84, 0.21, -1.98], [-2.83, 0.19, 0.94], [-2.03, 0.76, 1.87], [-0.12, 0.87, 1.06], [1.18, 0.33, 2.52], [0.91, -0.59, 3.73], [0.31, 2.83, 1.26], [-0.78, 3.86, 0.75], [-2.37, 0.86, 3.31], [-1.63, 1.56, 4.26], [-1.87, 1.39, 5.62], [-3.05, 0.75, 6.07], [-3.82, 0.05, 5.11], [-3.56, 0.12, 3.75], [-1.69, -4.26, 0.08], [-2.19, -3.90, -1.55], [-3.32, -4.83, -0.42], [-3.32, -2.60, 1.07], [-4.29, -2.60, -0.47], [-3.07, -0.67, -2.95], [-2.77, 0.90, -2.27], [-5.41, -0.67, -1.51], [-5.26, 0.39, -2.99], [-5.09, 1.02, -1.32], [-3.95, 0.21, 1.12], [1.61, 1.32, 2.84], [2.08, -0.11, 1.95], [-0.18, -0.71, 3.81], [1.28, -0.21, 4.67], [1.37, -1.59, 3.62], [1.24, 2.89, 0.64], [0.60, 3.05, 2.27], [-1.83, 3.40, 0.70], [-0.46, 4.13, -0.22], [-0.85, 4.71, 1.46], [-0.61, 1.90, 4.03], [-1.10, 1.70, 6.37], [-3.23, 0.54, 7.11], [-4.51, -0.74, 5.41], [-4.09, -0.50, 3.06], [2.62, -2.69, 0.23], [1.76, -3.23, -0.83], [0.84, -2.46, -1.44], [0.32, -2.98, -2.70], [3.22, -3.56, 0.53], [1.96, -2.26, 1.04], [3.25, -1.88, -0.10], [0.93, -3.78, -3.05], [0.31, -2.14, -3.40], [-0.72, -3.36, -2.67], [3.23, 3.89, -3.63], [4.03, 3.16, -2.57], [3.24, 2.29, -1.72], [2.71, 0.88, -2.25], [2.64, -0.03, -1.06], [0.59, 1.14, -3.33], [3.79, 0.39, -3.29], [3.92, -0.90, -3.86], [4.98, -1.56, -3.05], [3.86, 4.69, -3.99], [2.42, 4.50, -3.21], [2.87, 3.18, -4.39], [4.36, 3.94, -1.81], [4.91, 2.58, -2.88], [4.37, -0.65, -4.81], [2.96, -1.47, -3.87], [5.78, -0.93, -2.76], [5.46, -2.38, -3.60], [4.51, -2.00, -2.14]], "mulliken_spin": [4.36, 0.02, -0.06, -0.13, -0.03, -0.01, 0.04, 0.02, -0.27, 0.00, 0.00, 0.00, 0.00, -0.01, 0.00, 0.00, 0.00, 0.00, 0.00, 0.00, 0.00, 0.00, -0.01, -0.01, 0.00, 0.01, 0.00, 0.00, 0.00, 0.00, 0.00, 0.00, 0.00, 0.00, 0.00, 0.00, 0.00, 0.00, 0.00, 0.00, 0.00, 0.00, 0.00, 0.00, 0.00, 0.04, 0.02, -0.04, 0.02, 0.00, -0.01, -0.01, 0.00, 0.00, 0.00, 0.00, 0.00, 0.00, 0.03, -0.01, 0.02, 0.00, 0.00, 0.00, 0.00, 0.00, 0.00, 0.00, 0.00, 0.00, 0.00, 0.00, 0.00, 0.00], "largest_force_ev_per_a": 3.314, "spin_multiplicity": 5, "de_lowest_kj_mol": 149.1, "e_lumo_ev": [-1.3, -1.0]}

---

(3)
{"formula": "C23H42LuN3OP2", "method": "ωB97M-V/def2-TZVPD", "symbols": ["Lu", "P", "P", "N", "C", "H", "H", "C", "H", "H", "C", "H", "H", "C", "H", "H", "C", "C", "H", "H", "H", "C", "C", "H", "H", "H", "C", "C", "H", "H", "H", "C", "C", "H", "H", "H", "C", "O", "C", "H", "H", "H", "C", "H", "H", "H", "C", "H", "H", "H", "C", "H", "H", "H", "H", "H", "H", "H", "H", "H", "N", "C", "C", "C", "C", "C", "N", "C", "H", "H", "H", "H"], "positions_angstrom": [[-0.14, -0.13, 0.29], [0.07, -2.32, -1.29], [0.19, 2.50, 0.79], [0.92, 0.66, -1.54], [0.94, -1.62, -2.78], [1.88, -2.17, -2.92], [0.32, -1.77, -3.69], [1.29, -0.08, -2.66], [2.37, -0.05, -2.49], [1.22, 0.27, -3.70], [0.86, 2.04, -1.95], [-0.09, 2.52, -2.38], [1.65, 2.29, -2.71], [1.22, 2.86, -0.66], [1.24, 3.93, -0.85], [2.24, 2.52, -0.40], [1.09, 3.16, 2.26], [2.03, 2.11, 2.84], [2.80, 1.77, 2.15], [1.49, 1.24, 3.18], [2.54, 2.52, 3.72], [-1.33, 3.44, 0.46], [-2.50, 3.02, 1.37], [-3.43, 2.99, 0.79], [-2.65, 3.73, 2.20], [-2.40, 2.01, 1.82], [-1.56, -2.93, -1.83], [-2.34, -3.66, -0.74], [-3.37, -3.81, -1.06], [-2.40, -3.10, 0.18], [-1.95, -4.65, -0.51], [1.11, -3.70, -0.59], [0.65, -4.11, 0.80], [1.38, -4.81, 1.21], [-0.30, -4.63, 0.78], [0.57, -3.30, 1.52], [1.82, -0.59, 0.66], [2.98, -0.82, 0.77], [-1.03, 4.93, 0.38], [0.01, 5.19, 0.59], [-1.24, 5.27, -0.64], [-1.67, 5.50, 1.05], [-1.49, -3.67, -3.18], [-2.26, -4.44, -3.25], [-1.65, -2.97, -4.01], [-0.52, -4.16, -3.37], [1.15, -4.88, -1.54], [1.79, -5.65, -1.11], [0.16, -5.33, -1.66], [1.54, -4.64, -2.52], [0.12, 3.65, 3.31], [-0.57, 2.85, 3.59], [0.65, 3.94, 4.22], [-0.48, 4.51, 3.00], [1.67, 3.98, 1.81], [2.10, -3.23, -0.52], [-1.61, 3.11, -0.55], [-2.10, -1.99, -2.03], [-1.75, 0.45, -2.10], [-2.28, 0.45, -2.65], [1.52, -2.19, 6.36], [0.71, -1.85, 5.62], [-0.29, -1.42, 4.63], [-1.65, -1.29, 4.96], [-2.60, -0.91, 4.00], [-2.12, -0.68, 2.67], [-0.77, -0.81, 2.39], [0.12, -1.16, 3.34], [-1.98, -1.49, 5.98], [-3.66, -0.79, 4.21], [-2.79, -0.43, 1.86], [1.17, -1.25, 3.01]], "mulliken_charge": [0.69, 0.46, -0.08, 0.22, -1.01, 0.46, 0.47, -1.13, 0.52, 0.56, -1.09, 0.12, 0.51, -0.86, 0.57, 0.42, 0.60, -1.51, 0.35, 0.24, 0.52, 0.68, -1.34, 0.41, 0.40, 0.12, 0.85, -1.66, 0.53, 0.25, 0.32, 0.42, -1.34, 0.49, 0.26, 0.22, 0.78, -0.37, -1.64, 0.43, 0.32, 0.42, -1.51, 0.38, 0.39, 0.33, -1.75, 0.49, 0.35, 0.38, -1.42, 0.29, 0.47, 0.25, 0.73, 0.56, 0.40, 0.13, -0.21, 0.10, -0.36, -0.38, 0.10, -0.19, -0.98, -0.31, 0.03, -0.12, 0.53, 0.50, 0.55, 0.69], "largest_force_ev_per_a": 10.788, "de_lowest_kj_mol": 217.2, "total_charge": 2, "e_lumo_ev": [-7.6, -7.6]}